C8H12ClN3 | ωB97M-V with the def2-TZVPD basis set

```
24
Properties=species:S:1:pos:R:3:mulliken_charge:R:1
C 1.21 -2.12 -0.34 -0.64
C 2.32 -1.37 -0.36 -0.35
C -0.09 -1.61 0.16 0.56
C -1.26 -2.18 0.22 -0.99
C -0.84 0.80 -1.31 -0.17
C 2.28 0.08 0.12 0.39
C -0.18 2.14 0.60 -1.19
C -0.82 0.79 0.19 -0.07
N 0.07 0.30 -1.97 -0.34
N 1.31 0.17 1.18 -0.51
N 0.01 -0.22 0.80 0.19
Cl 3.94 0.70 0.49 -0.23
H 1.21 -3.16 -0.81 0.21
H 3.25 -1.63 -0.86 0.36
H -2.11 -1.75 0.67 0.31
H -1.48 -3.09 -0.31 0.28
H -1.65 1.62 -1.67 0.26
H 1.87 0.68 -0.72 0.13
H -0.20 2.08 1.71 0.34
H -0.97 2.95 0.29 0.38
H 0.73 2.21 0.17 0.36
H -1.82 0.52 0.73 0.25
H 0.07 0.49 -2.99 0.22
H 1.46 -0.47 1.85 0.26
```

Total charge = 0
Calculated total energy = -936.3482 a.u.
Spin multiplicity = 1
Structure (SMILES) = [H]/N=C/[C@H](C)N1N[C@@H](Cl)C=CC1=C

C8H12ClNSi | ωB97M-V with the def2-TZVPD basis set

```
23
Properties=species:S:1:pos:R:3:mulliken_charge:R:1
C 1.19 -0.98 -2.89 -0.42
C 0.40 0.16 -2.82 -0.58
C 1.39 -1.75 -1.69 -0.38
C -0.40 0.37 -1.70 -0.14
C 0.62 -1.53 -0.51 -0.48
C -0.28 -0.44 -0.59 0.43
C 1.37 0.53 2.34 -0.96
C -2.27 1.66 0.73 -1.14
N 0.05 0.14 2.34 -0.24
Si -1.20 0.10 1.07 0.35
Cl -2.60 -1.25 1.73 -0.32
H 1.91 -1.35 -3.63 0.31
H 0.21 0.75 -3.70 0.34
H 2.06 -2.66 -1.83 0.24
H -1.03 1.27 -1.54 0.21
H 0.73 -2.02 0.41 0.51
H 1.75 0.82 3.23 0.44
H 2.14 -0.12 1.95 0.33
H 1.54 1.42 1.72 0.29
H -2.61 1.93 1.76 0.28
H -1.64 2.28 0.30 0.40
H -3.20 1.31 0.32 0.32
H -0.12 -0.63 3.00 0.21
```

Total charge = 0
Calculated total energy = -1116.5153 a.u.
Spin multiplicity = 1
Structure (SMILES) = CN[Si@](C)(Cl)c1ccccc1

C8H12ClP | ωB97M-V with the def2-TZVPD basis set

```
22
Properties=species:S:1:pos:R:3:mulliken_charge:R:1
C -0.48 -0.57 0.34 0.45
C 0.86 0.03 0.44 0.25
C -1.39 -0.04 -0.47 0.39
C 0.93 1.11 -0.43 0.56
C -0.82 -1.71 1.33 -1.44
C 2.04 -0.68 1.09 -1.19
C -2.85 -0.38 -0.81 -1.29
C 2.05 2.07 -0.73 -1.51
P -0.72 1.56 -1.10 -0.11
Cl -0.87 1.17 -3.11 -0.26
H -0.83 -1.15 2.28 0.32
H -0.11 -2.53 1.21 0.37
H -1.88 -2.04 1.12 0.31
H 2.84 -0.70 0.38 0.34
H 1.61 -1.69 1.43 0.27
H 2.41 -0.09 1.92 0.34
H -3.71 0.15 -0.28 0.27
H -3.04 -1.45 -0.75 0.38
H -3.19 0.00 -1.73 0.37
H 2.87 1.86 -0.04 0.39
H 1.85 3.07 -0.44 0.40
H 2.44 2.01 -1.65 0.41
```

Total charge = 0
Calculated total energy = -1113.5346 a.u.
Spin multiplicity = 1
Structure (SMILES) = CC1=C(C)C(C)=P(Cl)=C1C

C8H12CuN5S2 | ωB97M-V with the def2-TZVPD basis set

```
28
Properties=species:S:1:pos:R:3:mulliken_charge:R:1
Cu 0.10 -0.36 -0.87 -0.15
N -0.65 -2.63 -1.97 -0.49
N 0.44 -2.90 -2.82 -0.15
C 1.64 -2.31 -2.68 0.83
N 2.59 -2.56 -3.58 -0.42
S 2.07 -1.23 -1.45 -0.35
H -1.11 -3.50 -1.74 0.23
H -1.33 -1.96 -2.37 0.28
H 0.27 -3.43 -3.64 0.21
H 2.47 -3.23 -4.32 0.19
H 3.44 -2.02 -3.55 0.20
N -0.55 -0.22 1.27 -0.51
C -0.23 0.96 1.97 0.69
C -0.88 2.15 1.66 -0.13
C -0.57 3.31 2.33 -0.72
C 0.38 3.30 3.34 -0.35
C 1.03 2.12 3.65 -0.59
C 0.75 0.97 2.94 -0.38
H -0.32 -1.06 1.78 0.24
H -1.53 -0.23 1.00 0.30
H -1.67 2.14 0.92 0.35
H -1.09 4.25 2.13 0.36
H 0.62 4.18 3.90 0.38
H 1.71 2.02 4.50 0.32
H 1.21 0.02 3.23 0.24
S -4.25 1.23 -2.27 -0.45
C -2.79 0.70 -1.82 0.42
N -1.74 0.28 -1.50 -0.54
```

Total charge = 0
Calculated total energy = -3022.7121 a.u.
Spin multiplicity = 1